(A)
24
Properties=species:S:1:pos:R:3 method="wB97M-V/def2-TZVPD" e_lumo_ha=-0.1201 homo_ev=-14.636 spin_multiplicity=1 charge=+1 smiles=CCC[C@H]1CC[NH2+]C1
C 1.679 0.486 1.164
C 2.202 -0.263 -0.091
C 1.248 -0.236 -1.324
C -0.256 -0.185 -0.984
C -0.885 -1.354 -0.135
C -2.067 -0.678 0.641
N -1.777 0.793 0.559
C -0.893 1.190 -0.592
H 0.661 0.186 1.460
H 2.329 0.202 2.005
H 1.782 1.576 1.076
H 3.136 0.238 -0.383
H 2.476 -1.287 0.185
H 1.486 0.634 -1.950
H 1.445 -1.146 -1.905
H -0.726 -0.377 -1.968
H -0.129 -1.795 0.520
H -1.329 -2.137 -0.756
H -3.086 -0.936 0.354
H -1.972 -0.883 1.717
H -1.210 1.002 1.382
H -2.552 1.447 0.681
H -1.469 1.664 -1.388
H -0.092 1.860 -0.265

(B)
24
Properties=species:S:1:pos:R:3 method="wB97M-V/def2-TZVPD" e_lumo_ha=-0.2787 homo_ev=-13.118 spin_multiplicity=1 charge=+1
C -1.172 0.343 -2.142
C 0.238 0.104 -1.708
C 0.528 -1.003 -0.718
C -0.362 -1.029 0.515
C -0.776 -2.199 0.993
C -0.616 0.193 1.379
C 0.346 0.441 2.551
N 1.465 1.788 -0.487
H -1.627 0.957 -1.344
H -1.711 -0.606 -2.171
H -1.324 0.874 -3.079
H 0.884 0.004 -2.586
H 1.561 -0.880 -0.354
H 0.453 -1.997 -1.187
H -1.388 -2.291 1.879
H -0.641 -3.132 0.449
H -1.676 0.256 1.646
H -0.375 0.964 0.637
H 1.174 0.956 2.036
H 0.699 -0.452 3.064
H -0.035 1.185 3.260
H 0.721 1.125 -1.137
H 2.434 1.643 -0.785
H 1.202 2.755 -0.711

Which of them is the most stable, and which is the least stable? (A) and (B), in that order.

(A)
24
Properties=species:S:1:pos:R:3 method="wB97M-V/def2-TZVPD" e_lumo_ha="-0.1705 / -0.1000" homo_ev="-11.132 / -13.323" spin_multiplicity=1 charge=+1
C 3.447 -0.938 -1.248
C 3.118 -1.005 -0.024
C 0.407 1.256 -1.383
C -1.046 -1.262 -0.120
C -0.750 -0.116 1.952
C -2.228 0.870 0.510
C 0.307 0.672 -0.005
N -0.910 0.077 0.478
H 4.344 -1.593 -1.487
H 3.045 -0.106 -1.741
H 2.895 -1.321 0.942
H -0.034 0.566 -2.178
H 0.096 2.264 -1.614
H 1.378 1.340 -1.760
H -0.241 -2.001 0.339
H -1.914 -1.873 0.133
H -1.005 -1.169 -1.115
H 0.027 -0.924 2.017
H -0.089 0.618 2.434
H -1.643 -0.430 2.487
H -1.976 1.843 0.717
H -2.559 0.947 -0.453
H -2.928 0.351 1.052
H 0.871 1.446 0.549

(B)
24
Properties=species:S:1:pos:R:3 method="wB97M-V/def2-TZVPD" e_lumo_ha=-0.1344 homo_ev=-11.901 spin_multiplicity=1 charge=+1
C 0.036 0.491 3.510
C 0.349 0.117 2.123
C -0.415 -0.296 1.108
C -1.902 -0.368 1.134
C 0.332 -0.420 -0.227
C -0.338 0.424 -1.376
C 0.613 0.618 -2.522
N 1.377 -0.666 -2.841
H -0.504 1.470 3.535
H -0.755 -0.094 3.974
H 0.904 0.746 4.127
H 1.459 0.130 1.969
H -2.352 -0.644 0.183
H -2.450 0.481 1.556
H -2.226 -1.173 1.773
H 1.336 -0.012 -0.225
H 0.294 -1.492 -0.425
H -1.234 0.001 -1.847
H -0.801 1.265 -0.839
H 0.126 0.901 -3.462
H 1.365 1.432 -2.455
H 1.663 -1.058 -1.902
H 2.176 -0.449 -3.453
H 0.949 -1.405 -3.420

Which of them is the most stable, and which is the least stable? (B) and (A), in that order.

(A)
16
Properties=species:S:1:pos:R:3 method="wB97M-V/def2-TZVPD" e_lumo_ha=-0.0074 homo_ev=-7.531 spin_multiplicity=1 charge=0
C 0.714 -0.071 -0.238
C -1.544 -0.331 -0.523
C -1.115 0.629 0.433
H 1.636 -2.393 -0.747
H 3.684 -1.616 -1.124
H 0.030 -1.326 -1.582
H -2.072 -0.013 -1.620
H -2.419 -0.876 -0.080
H 0.383 1.926 1.072
H -1.067 2.168 3.163
N 2.367 -1.255 -1.309
N 1.990 -0.087 -0.578
N -0.266 -0.952 -0.712
N 0.191 0.907 0.516
N -1.742 1.223 1.452
O -0.771 2.067 1.880

(B)
16
Properties=species:S:1:pos:R:3 method="wB97M-V/def2-TZVPD" e_lumo_ha="-0.0059 / -0.0059" homo_ev="-8.097 / -8.096" spin_multiplicity=1 charge=0
H 2.648 0.583 0.329
N 1.924 1.322 0.301
C 0.763 0.788 0.480
C -0.895 1.342 0.145
N -0.839 2.338 -0.818
O -1.827 1.316 0.927
C 0.516 -0.654 0.147
N 1.430 -1.613 -0.127
N -0.780 -0.804 0.026
N -1.261 -2.082 0.225
H 0.075 2.557 -1.196
H -1.425 3.145 -0.662
H 2.224 -1.344 -0.693
H 1.001 -2.527 -0.239
H -2.237 -2.101 -0.076
H -1.317 -2.266 1.230

Which of them is the most stable, and which is the least stable? (B) and (A), in that order.

(A)
60
Properties=species:S:1:pos:R:3 method="wB97M-V/def2-TZVPD" e_lumo_ha=0.0231 homo_ev=-7.686 spin_multiplicity=1 charge=0 smiles="COc1ccc(NC(=O)N2CCC(CO)(C[C@@H]3CCCCO3)CC2)c(OC)c1"
C 7.135 1.613 -0.880
O 6.627 0.328 -0.625
C 5.395 0.224 -0.045
C 4.581 1.288 0.306
C 3.344 1.047 0.888
C 2.891 -0.241 1.112
N 1.661 -0.544 1.698
C 0.627 0.307 2.060
O 0.050 0.147 3.118
N 0.314 1.304 1.177
C 0.439 1.154 -0.257
C -0.880 0.648 -0.851
C -2.064 1.575 -0.541
C -1.926 2.937 -1.263
O -1.903 2.840 -2.667
C -3.402 0.971 -1.023
C -3.592 -0.540 -0.872
C -5.014 -0.943 -1.285
C -5.205 -2.446 -1.093
C -4.859 -2.813 0.349
C -3.454 -2.305 0.669
O -3.339 -0.918 0.468
C -2.101 1.795 0.979
C -0.748 2.216 1.555
C 3.731 -1.323 0.773
O 3.234 -2.565 1.061
C 4.049 -3.683 0.810
C 4.964 -1.083 0.201
H 6.498 2.167 -1.578
H 7.250 2.191 0.042
H 8.114 1.459 -1.332
H 4.890 2.309 0.149
H 2.726 1.880 1.182
H 1.680 -1.391 2.253
H 1.232 0.445 -0.491
H 0.718 2.126 -0.679
H -0.767 0.500 -1.928
H -1.083 -0.320 -0.393
H -2.801 3.549 -1.033
H -1.037 3.474 -0.911
H -1.126 2.334 -2.927
H -3.519 1.206 -2.083
H -4.205 1.470 -0.478
H -2.885 -1.076 -1.532
H -5.185 -0.663 -2.325
H -5.726 -0.403 -0.658
H -6.234 -2.729 -1.322
H -4.546 -2.989 -1.775
H -4.902 -3.892 0.498
H -5.570 -2.338 1.027
H -3.202 -2.471 1.719
H -2.720 -2.836 0.039
H -2.844 2.556 1.227
H -2.400 0.858 1.447
H -0.804 2.223 2.644
H -0.468 3.217 1.209
H 4.274 -3.784 -0.256
H 4.985 -3.632 1.376
H 3.473 -4.546 1.141
H 5.630 -1.882 -0.074

(B)
60
Properties=species:S:1:pos:R:3 method="wB97M-V/def2-TZVPD" e_lumo_ha=0.0251 homo_ev=-7.906 spin_multiplicity=1 charge=0 smiles="COc1cc(C(=O)NCCC(=O)NC2CCCCCCC2)cc(OC)c1OC"
C 3.168 -0.806 5.358
O 2.571 -1.868 4.658
C 1.685 -1.579 3.646
C 1.381 -0.277 3.267
C 0.480 -0.024 2.243
C 0.114 1.352 1.828
O -0.990 1.636 1.396
N 1.084 2.293 2.007
C 0.931 3.606 1.426
C 1.612 3.699 0.051
C 1.164 2.511 -0.795
O 1.781 1.464 -0.803
N 0.039 2.720 -1.501
C -0.634 1.659 -2.232
C -2.045 1.515 -1.654
C -2.941 0.473 -2.329
C -2.235 -0.857 -2.622
C -2.104 -1.177 -4.114
C -1.660 -0.033 -5.031
C -0.379 0.705 -4.627
C -0.578 1.942 -3.741
C -0.134 -1.081 1.583
C 0.165 -2.384 1.935
O -0.371 -3.489 1.350
C -1.262 -3.302 0.278
C 1.078 -2.655 2.979
O 1.264 -3.983 3.202
C 1.964 -4.452 4.330
H 3.804 -1.278 6.107
H 2.423 -0.181 5.861
H 3.787 -0.185 4.703
H 1.822 0.551 3.796
H 2.031 1.960 2.102
H -0.145 3.773 1.328
H 1.352 4.352 2.106
H 2.694 3.635 0.174
H 1.361 4.646 -0.426
H -0.469 3.581 -1.377
H -0.035 0.769 -2.018
H -1.937 1.278 -0.593
H -2.544 2.487 -1.718
H -3.340 0.883 -3.256
H -3.795 0.303 -1.671
H -2.786 -1.680 -2.160
H -1.246 -0.852 -2.168
H -1.398 -2.004 -4.221
H -3.071 -1.529 -4.484
H -2.466 0.694 -5.142
H -1.505 -0.473 -6.019
H 0.311 0.015 -4.140
H 0.105 1.044 -5.547
H -1.472 2.484 -4.056
H 0.278 2.602 -3.905
H -0.836 -0.851 0.799
H -0.780 -2.786 -0.558
H -2.152 -2.743 0.584
H -1.554 -4.303 -0.036
H 1.536 -4.072 5.260
H 3.024 -4.193 4.290
H 1.854 -5.536 4.297

Which of them is the most stable, and which is the least stable? (A) and (B), in that order.

(A)
8
Properties=species:S:1:pos:R:3 method="wB97M-V/def2-TZVPD" e_lumo_ha="0.0025 / -0.0238" homo_ev="-8.366 / -7.156" spin_multiplicity=1 charge=0
C 0.598 -1.080 -0.276
C -0.556 -1.182 0.389
C 0.168 1.570 0.231
C 0.244 0.061 0.508
N 0.062 2.546 0.887
H 0.907 -1.452 -1.158
H -1.463 -1.870 0.339
H 0.039 1.406 -0.919

(B)
8
Properties=species:S:1:pos:R:3 method="wB97M-V/def2-TZVPD" e_lumo_ha=-0.0128 homo_ev=-10.588 spin_multiplicity=1 charge=0 smiles=C#CCC#N
C -1.325 -1.350 0.487
C -0.606 -0.394 0.378
C 0.256 0.762 0.226
C 0.018 1.378 -1.227
N 0.997 1.024 -1.764
H -1.979 -2.186 0.594
H 1.308 0.478 0.405
H 0.014 1.590 0.876

Which of them is the most stable, and which is the least stable? (B) and (A), in that order.

(A)
8
Properties=species:S:1:pos:R:3 method="wB97M-V/def2-TZVPD" e_lumo_ha=0.0072 homo_ev=-10.216 spin_multiplicity=1 charge=0 smiles="C=C=CC#N"
C -1.031 1.023 0.695
C -0.734 0.032 -0.087
C 0.044 -0.664 -0.887
C 0.870 -1.705 -0.359
N 1.533 -2.541 0.091
H -1.903 1.340 1.259
H -0.110 1.591 0.676
H 0.147 -0.373 -1.928

(B)
8
Properties=species:S:1:pos:R:3 method="wB97M-V/def2-TZVPD" e_lumo_ha=-0.0251 homo_ev=-8.397 spin_multiplicity=1 charge=0
C 0.187 -1.108 -0.763
C 0.143 0.010 1.320
C 0.481 -0.939 0.620
C -0.262 0.109 -0.900
N -0.654 1.126 -0.362
H 0.574 -1.845 -1.353
H 0.238 0.625 2.169
H -0.707 2.021 -0.730

Which of them is the most stable, and which is the least stable? (A) and (B), in that order.

(A)
97
Properties=species:S:1:pos:R:3 method="wB97M-V/def2-TZVPD" e_lumo_ha=0.0810 homo_ev=-2.532 spin_multiplicity=1 charge=-2
Rb 1.290 -0.175 0.152
O 0.038 0.822 -1.842
C -0.606 1.987 -1.948
C 0.108 3.137 -1.128
C -0.145 3.233 0.365
C -0.643 4.435 0.866
C -0.862 4.565 2.224
C -0.611 3.487 3.045
C -0.127 2.296 2.494
C 0.121 1.133 3.441
C -0.548 -0.289 3.228
O 0.003 -0.988 2.221
C -0.315 -1.011 4.595
C -1.077 -0.758 5.733
C -0.825 -1.422 6.926
C 0.205 -2.351 7.002
C 0.974 -2.604 5.875
C 0.711 -1.942 4.683
C -2.085 -0.247 3.039
C -2.704 -1.470 2.772
C -4.069 -1.562 2.571
C -4.862 -0.418 2.618
C -4.264 0.803 2.873
C -2.889 0.884 3.089
N 0.115 2.199 1.181
C -0.599 2.466 -3.442
C -1.336 3.536 -3.946
C -1.258 3.898 -5.285
C -0.432 3.195 -6.153
C 0.306 2.126 -5.662
C 0.219 1.768 -4.324
C -2.089 1.868 -1.507
C -2.894 2.945 -1.143
C -4.210 2.758 -0.738
C -4.747 1.480 -0.683
C -3.952 0.397 -1.031
C -2.640 0.593 -1.437
H -0.136 4.114 -1.554
H 1.178 2.981 -1.293
H -0.838 5.258 0.190
H -1.232 5.497 2.636
H -0.779 3.550 4.113
H -0.126 1.495 4.443
H 1.195 0.919 3.445
H -1.889 -0.040 5.681
H -1.435 -1.215 7.799
H 0.408 -2.867 7.934
H 1.790 -3.317 5.927
H 1.287 -2.122 3.784
H -2.071 -2.347 2.709
H -4.522 -2.526 2.365
H -5.930 -0.480 2.440
H -4.861 1.708 2.889
H -2.453 1.853 3.284
H -1.996 4.094 -3.293
H -1.848 4.730 -5.653
H -0.370 3.474 -7.199
H 0.951 1.564 -6.330
H 0.760 0.928 -3.904
H -2.490 3.950 -1.146
H -4.808 3.613 -0.441
H -5.764 1.327 -0.339
H -4.348 -0.609 -0.956
H -1.983 -0.234 -1.674
O 2.294 -4.734 -6.625
N 1.916 -5.374 -5.662
O 1.575 -6.542 -5.731
C 1.871 -4.716 -4.343
C 1.195 -5.391 -3.387
C 1.059 -4.869 -2.071
C 0.295 -5.511 -1.076
C 0.174 -4.920 0.150
C 0.849 -3.704 0.381
N 1.596 -3.112 -0.523
C 1.682 -3.659 -1.745
C 2.408 -2.930 -2.774
N 2.945 -1.760 -2.396
C 3.558 -1.025 -3.290
C 3.694 -1.422 -4.626
C 3.172 -2.623 -5.027
C 2.492 -3.431 -4.092
H 0.739 -6.338 -3.636
H -0.202 -6.447 -1.305
H -0.428 -5.355 0.935
H 0.743 -3.177 1.330
H 3.960 -0.079 -2.943
H 4.202 -0.780 -5.333
H 3.268 -2.941 -6.051
Cl 6.743 1.340 1.113
C 5.240 1.373 0.182
Cl 4.515 -0.235 0.134
Cl 5.637 1.850 -1.503
C 4.316 2.390 0.714
N 3.736 3.379 0.614
Se 5.146 1.899 5.460
C 4.513 1.511 3.804
N 4.108 1.261 2.742

(B)
97
Properties=species:S:1:pos:R:3 method="wB97M-V/def2-TZVPD" e_lumo_ha=0.0834 homo_ev=-2.291 spin_multiplicity=1 charge=-2
Rb -0.344 0.575 -1.542
O -1.151 1.431 0.675
C -1.205 1.170 1.982
C 0.105 0.388 2.506
C 0.235 -1.098 2.368
C 0.413 -1.873 3.522
C 0.581 -3.239 3.395
C 0.538 -3.801 2.131
C 0.366 -2.968 1.019
C 0.346 -3.587 -0.352
C -0.805 -3.128 -1.342
O -0.644 -1.862 -1.740
C -0.681 -4.141 -2.528
C -1.060 -5.477 -2.410
C -0.914 -6.351 -3.478
C -0.393 -5.897 -4.683
C -0.030 -4.564 -4.812
C -0.173 -3.694 -3.737
C -2.234 -3.334 -0.786
C -3.268 -3.035 -1.677
C -4.595 -3.113 -1.298
C -4.929 -3.487 -0.001
C -3.917 -3.782 0.894
C -2.581 -3.708 0.507
N 0.249 -1.647 1.153
C -1.075 2.488 2.821
C -1.733 2.717 4.027
C -1.534 3.898 4.734
C -0.663 4.862 4.249
C -0.003 4.643 3.046
C -0.211 3.467 2.340
C -2.565 0.530 2.340
C -2.786 -0.654 3.031
C -4.077 -1.131 3.240
C -5.172 -0.428 2.773
C -4.968 0.768 2.092
C -3.683 1.231 1.880
H 0.266 0.647 3.555
H 0.891 0.859 1.910
H 0.432 -1.403 4.498
H 0.743 -3.860 4.269
H 0.645 -4.871 1.999
H 0.333 -4.675 -0.243
H 1.259 -3.300 -0.881
H -1.492 -5.830 -1.480
H -1.219 -7.387 -3.370
H -0.288 -6.576 -5.522
H 0.359 -4.198 -5.755
H 0.074 -2.642 -3.810
H -3.001 -2.723 -2.679
H -5.376 -2.878 -2.013
H -5.967 -3.531 0.308
H -4.166 -4.067 1.910
H -1.819 -3.937 1.236
H -2.408 1.967 4.422
H -2.056 4.059 5.671
H -0.512 5.786 4.797
H 0.688 5.384 2.657
H 0.286 3.279 1.396
H -1.955 -1.227 3.409
H -4.224 -2.063 3.775
H -6.176 -0.806 2.928
H -5.817 1.335 1.727
H -3.514 2.153 1.337
O 6.762 4.535 1.344
N 5.893 5.253 0.882
O 6.004 6.472 0.897
C 4.700 4.683 0.317
C 3.699 5.568 0.023
C 2.456 5.153 -0.497
C 1.390 6.046 -0.731
C 0.206 5.557 -1.208
C 0.109 4.182 -1.489
N 1.086 3.334 -1.274
C 2.234 3.788 -0.769
C 3.286 2.834 -0.481
N 3.010 1.552 -0.744
C 3.921 0.639 -0.509
C 5.182 0.950 0.004
C 5.481 2.259 0.298
C 4.521 3.265 0.067
H 3.875 6.615 0.223
H 1.526 7.102 -0.528
H -0.638 6.210 -1.374
H -0.796 3.766 -1.919
H 3.636 -0.384 -0.736
H 5.912 0.171 0.178
H 6.440 2.522 0.704
Cl 2.786 -2.181 -6.339
C 3.350 -1.597 -4.777
Cl 4.906 -0.745 -4.971
Cl 3.612 -2.970 -3.672
C 2.410 -0.672 -4.154
N 1.792 0.080 -3.545
Se 0.592 1.263 -7.292
C -0.133 1.469 -5.679
N -0.636 1.617 -4.641

Which of them is the most stable, and which is the least stable? (A) and (B), in that order.